{"formula": "C30H29NO2P2PtS2", "method": "ωB97M-V with the def2-TZVPD basis set", "species": ["Pt", "S", "P", "C", "P", "S", "C", "C", "C", "C", "C", "C", "C", "C", "C", "C", "C", "C", "C", "C", "C", "C", "C", "C", "C", "C", "C", "C", "C", "C", "H", "H", "H", "H", "H", "H", "H", "H", "H", "H", "H", "H", "H", "H", "H", "H", "H", "H", "H", "H", "O", "C", "O", "C", "N", "C", "C", "C", "H", "H", "H", "H", "H", "H", "H", "H", "H"], "positions_angstrom": [[1.125930, 1.031566, -0.606230], [2.659208, -0.487054, 0.435812], [0.915047, -1.486960, 0.783893], [-0.075718, -0.175495, 0.057158], [-1.694089, 0.391955, -0.477152], [-0.883300, 2.034789, -1.383815], [-2.362679, -0.855514, -1.560190], [-3.577072, -1.485026, -1.281248], [-4.038086, -2.476692, -2.132555], [-3.292882, -2.837591, -3.247478], [-2.087817, -2.204254, -3.529066], [-1.620689, -1.207844, -2.691635], [-2.752726, 0.689007, 0.920065], [-3.333203, 1.947833, 1.061169], [-4.186114, 2.183294, 2.129000], [-4.434689, 1.178690, 3.053510], [-3.835099, -0.069872, 2.923352], [-2.994527, -0.321728, 1.854325], [0.643403, -2.944380, -0.201120], [1.610132, -3.348560, -1.118996], [1.365125, -4.454589, -1.919242], [0.159403, -5.132405, -1.814585], [-0.812641, -4.716979, -0.908928], [-0.575255, -3.624689, -0.097207], [0.463303, -1.752098, 2.478988], [0.406953, -3.039032, 3.015588], [0.080097, -3.200963, 4.352922], [-0.190778, -2.090613, 5.140823], [-0.129232, -0.807856, 4.605917], [0.206572, -0.632711, 3.276671], [-4.167620, -1.192097, -0.423742], [-4.986200, -2.957670, -1.934059], [-3.661935, -3.607559, -3.912193], [-1.522301, -2.477517, -4.409494], [-0.696313, -0.691018, -2.921988], [-3.119413, 2.735448, 0.349591], [-4.652178, 3.152443, 2.240767], [-5.097775, 1.369868, 3.886675], [-4.026655, -0.844615, 3.653343], [-2.527811, -1.295740, 1.752830], [2.542738, -2.805476, -1.201365], [2.115898, -4.785603, -2.623433], [-0.027549, -5.994239, -2.441520], [-1.750400, -5.250613, -0.834114], [-1.329464, -3.306165, 0.613288], [0.622828, -3.904073, 2.402353], [0.041788, -4.193470, 4.780279], [-0.444053, -2.223739, 6.184223], [-0.333543, 0.051884, 5.229246], [0.276625, 0.367971, 2.863884], [1.183376, 3.779112, -2.335426], [2.278121, 3.412816, -1.992335], [2.574643, 2.357692, -1.272344], [3.505521, 4.218142, -2.449555], [4.736020, 3.693603, -1.734837], [5.198541, 4.752542, -0.748202], [4.000525, 5.681495, -0.625923], [3.423872, 5.686663, -2.039890], [3.619892, 4.073141, -3.522271], [5.476027, 3.439907, -2.384126], [4.415927, 2.843411, -1.250261], [6.055564, 5.255494, -1.190473], [5.504549, 4.264952, 0.173048], [4.301289, 6.669097, -0.284759], [3.276878, 5.283126, 0.087921], [4.036093, 6.297507, -2.704531], [2.397921, 6.039052, -2.100353]], "atomic_forces_ev_per_a": [[0.1, 0.1, 0.0], [0.0, 0.0, 0.0], [0.0, 0.1, 0.1], [-0.1, -0.1, 0.0], [0.0, 0.0, -0.1], [0.0, 0.0, 0.0], [-0.1, 0.0, 0.1], [0.0, 0.0, 0.0], [0.0, 0.0, 0.0], [0.0, 0.0, 0.0], [0.0, 0.0, 0.0], [0.0, 0.0, 0.0], [0.0, 0.0, 0.0], [0.0, 0.0, 0.0], [0.0, 0.0, 0.0], [0.0, 0.0, 0.0], [0.0, 0.0, 0.0], [0.0, 0.0, 0.0], [0.0, 0.0, 0.0], [0.0, 0.0, 0.0], [0.0, 0.0, 0.0], [0.0, 0.0, 0.0], [0.0, 0.0, 0.0], [0.0, 0.0, 0.0], [0.0, 0.0, 0.0], [0.0, 0.0, 0.0], [0.0, 0.0, 0.0], [0.0, 0.0, 0.0], [0.0, 0.0, 0.0], [0.0, 0.0, 0.0], [0.0, 0.0, 0.0], [0.0, 0.0, 0.0], [0.0, 0.0, 0.0], [0.0, 0.0, 0.0], [0.0, 0.0, 0.0], [0.0, 0.0, 0.0], [0.0, 0.0, 0.0], [0.0, 0.0, 0.0], [0.0, 0.0, 0.0], [0.0, 0.0, 0.0], [0.0, 0.0, 0.0], [0.0, 0.0, 0.0], [0.0, 0.0, 0.0], [0.0, 0.0, 0.0], [0.0, 0.0, 0.0], [0.0, 0.0, 0.0], [0.0, 0.0, 0.0], [0.0, 0.0, 0.0], [0.0, 0.0, 0.0], [0.0, 0.0, 0.0], [0.0, 0.0, 0.0], [0.0, 0.0, -0.1], [0.0, 0.0, 0.0], [0.0, 0.1, 0.0], [0.0, 0.0, 0.0], [0.0, 0.0, 0.0], [0.0, 0.0, 0.0], [0.0, 0.0, 0.0], [0.0, 0.0, 0.0], [0.0, 0.0, 0.0], [0.0, 0.0, 0.0], [0.0, 0.0, 0.0], [0.0, 0.0, 0.0], [0.0, 0.0, 0.0], [0.0, 0.0, 0.0], [0.0, 0.0, 0.0], [0.0, 0.0, 0.0]], "energy_ha": -2963.77852, "largest_force_ev_per_a": 0.15, "orbital_gap_ev": 6.417, "charge": 2}